Entry 1:
{"formula": "C19H21FN2O2S", "method": "ωB97M-V/def2-TZVPD", "symbols": ["C", "O", "C", "C", "C", "S", "C", "C", "C", "C", "C", "O", "N", "C", "C", "N", "C", "C", "C", "C", "C", "C", "F", "C", "C", "H", "H", "H", "H", "H", "H", "H", "H", "H", "H", "H", "H", "H", "H", "H", "H", "H", "H", "H", "H", "H"], "coordinates": [[-2.560, -3.597, -0.869], [-1.648, -2.543, -1.065], [-1.959, -1.312, -0.577], [-3.085, -1.031, 0.180], [-3.326, 0.263, 0.638], [-4.788, 0.464, 1.609], [-4.866, 2.249, 1.920], [-2.450, 1.290, 0.328], [-1.334, 1.010, -0.441], [-1.060, -0.274, -0.879], [0.138, -0.492, -1.745], [0.294, 0.133, -2.778], [1.030, -1.424, -1.326], [1.101, -1.968, 0.007], [2.474, -1.580, 0.614], [3.012, -0.400, -0.017], [2.604, 0.857, 0.393], [1.555, 1.071, 1.294], [1.200, 2.341, 1.710], [1.872, 3.455, 1.244], [2.936, 3.278, 0.376], [3.293, 2.008, -0.019], [4.387, 1.894, -0.818], [3.337, -0.642, -1.414], [2.274, -1.567, -2.051], [-2.130, -4.455, -1.382], [-3.538, -3.368, -1.303], [-2.680, -3.833, 0.194], [-3.800, -1.799, 0.431], [-5.786, 2.409, 2.474], [-4.904, 2.786, 0.977], [-4.016, 2.561, 2.520], [-2.619, 2.299, 0.665], [-0.648, 1.803, -0.701], [0.997, -3.059, -0.034], [0.281, -1.568, 0.603], [2.397, -1.422, 1.690], [3.197, -2.384, 0.444], [0.991, 0.235, 1.674], [0.376, 2.453, 2.399], [1.586, 4.446, 1.558], [3.510, 4.114, 0.009], [3.348, 0.301, -1.955], [4.331, -1.098, -1.485], [2.578, -2.616, -2.005], [2.099, -1.286, -3.089]], "e_lumo_ha": 0.023, "total_charge": 0, "relative_energy_kcal_mol": 22.5}

---

Entry 2:
{"formula": "C19H21FN4O2S", "method": "ωB97M-V/def2-TZVPD", "symbols": ["C", "C", "N", "C", "C", "C", "C", "C", "C", "N", "C", "C", "C", "O", "O", "C", "N", "S", "N", "C", "H", "H", "H", "H", "H", "H", "H", "H", "H", "H", "H", "H", "H", "H", "H", "H", "F", "C", "C", "C", "C", "C", "C", "H", "H", "H", "H", "H"], "coordinates": [[0.595, -2.161, 2.311], [-0.392, -1.611, 3.307], [-1.163, -2.403, 3.928], [-0.402, -0.108, 3.461], [-0.778, 0.555, 2.157], [-1.848, 0.162, 1.430], [-2.219, 0.746, 0.172], [-3.402, 0.127, -0.528], [-2.950, -0.804, -1.672], [-2.137, -1.936, -1.248], [-1.497, 1.767, -0.367], [-1.865, 2.403, -1.686], [-0.931, 2.104, -2.836], [-1.328, 1.701, -3.900], [0.380, 2.296, -2.577], [-0.377, 2.227, 0.387], [0.429, 3.245, 0.066], [1.527, 3.354, 1.215], [1.071, 2.169, 2.192], [-0.012, 1.625, 1.631], [1.395, -1.454, 2.104], [0.982, -3.112, 2.662], [0.077, -2.347, 1.369], [-1.776, -1.880, 4.553], [0.585, 0.235, 3.766], [-1.142, 0.180, 4.208], [-2.463, -0.650, 1.797], [-4.068, 0.894, -0.921], [-3.947, -0.485, 0.191], [-3.813, -1.152, -2.237], [-2.333, -0.215, -2.352], [-1.182, -1.651, -1.079], [-2.486, -2.360, -0.398], [-2.831, 2.048, -2.026], [-1.943, 3.484, -1.548], [0.786, 2.596, -3.402], [2.295, -3.221, -1.260], [2.877, -2.006, -1.220], [2.158, -0.907, -1.644], [2.760, 0.342, -1.595], [4.064, 0.472, -1.134], [4.767, -0.650, -0.717], [4.173, -1.904, -0.755], [1.145, -1.033, -2.006], [2.204, 1.210, -1.914], [4.530, 1.448, -1.098], [5.784, -0.552, -0.359], [4.699, -2.791, -0.430]], "e_lumo_ha": -0.025, "total_charge": 0, "relative_energy_kcal_mol": 19.1}

---

Entry 3:
{"formula": "C19H21N2O5", "method": "ωB97M-V/def2-TZVPD", "symbols": ["C", "O", "C", "C", "C", "C", "C", "C", "C", "N", "C", "N", "C", "C", "H", "H", "H", "H", "H", "H", "H", "H", "C", "C", "O", "C", "C", "C", "C", "O", "O", "C", "C", "O", "H", "H", "H", "H", "H", "H", "H", "H", "H", "H", "H", "H", "H"], "coordinates": [[-5.128, 2.934, 1.410], [-4.557, 1.643, 1.728], [-3.212, 1.476, 1.602], [-2.689, 0.197, 1.923], [-1.353, -0.053, 1.752], [-0.455, 0.959, 1.326], [0.953, 0.637, 1.262], [1.975, 1.539, 1.427], [3.331, 1.123, 1.525], [4.453, 0.810, 1.654], [1.790, 2.921, 1.726], [1.740, 4.066, 1.978], [-0.990, 2.224, 1.005], [-2.339, 2.494, 1.145], [-6.192, 2.818, 1.618], [-4.701, 3.724, 2.046], [-4.973, 3.182, 0.350], [-3.378, -0.565, 2.285], [-0.945, -1.034, 1.995], [1.216, -0.422, 1.213], [-0.331, 3.013, 0.652], [-2.721, 3.486, 0.900], [-3.084, -1.624, -2.283], [-1.805, -2.227, -1.764], [-0.764, -1.231, -1.914], [0.363, -1.410, -1.179], [1.369, -0.448, -1.617], [1.009, 0.545, -2.623], [2.767, -0.604, -1.240], [3.629, 0.233, -1.494], [3.024, -1.738, -0.561], [4.421, -1.902, -0.238], [4.537, -3.232, 0.446], [0.433, -2.220, -0.260], [-3.881, -2.369, -2.266], [-3.397, -0.783, -1.655], [-2.968, -1.272, -3.313], [-1.894, -2.496, -0.706], [-1.527, -3.119, -2.343], [1.924, 1.071, -2.917], [0.568, 0.051, -3.503], [0.281, 1.273, -2.229], [5.023, -1.869, -1.157], [4.752, -1.098, 0.433], [5.561, -3.373, 0.795], [3.867, -3.280, 1.308], [4.299, -4.049, -0.240]], "e_lumo_ha": 0.082, "total_charge": -1, "relative_energy_kcal_mol": 0.0}

---

Entry 4:
{"formula": "C19H21N3O", "method": "ωB97M-V/def2-TZVPD", "symbols": ["C", "C", "C", "C", "C", "C", "C", "N", "C", "O", "C", "C", "C", "N", "C", "C", "C", "C", "C", "C", "N", "C", "C", "H", "H", "H", "H", "H", "H", "H", "H", "H", "H", "H", "H", "H", "H", "H", "H", "H", "H", "H", "H", "H"], "coordinates": [[-5.563, -2.613, 0.378], [-4.658, -1.517, -0.094], [-5.152, -0.237, -0.318], [-4.326, 0.773, -0.772], [-2.980, 0.533, -1.020], [-2.068, 1.647, -1.451], [-1.690, 2.527, -0.249], [-1.069, 1.749, 0.798], [0.250, 1.778, 1.054], [1.014, 2.544, 0.491], [0.707, 0.767, 2.093], [1.099, -0.561, 1.426], [2.453, -0.536, 0.799], [3.227, -1.582, 0.723], [4.364, -1.156, 0.084], [5.521, -1.844, -0.262], [6.517, -1.139, -0.904], [6.382, 0.219, -1.202], [5.243, 0.923, -0.868], [4.238, 0.221, -0.223], [3.003, 0.584, 0.246], [-2.486, -0.747, -0.800], [-3.313, -1.758, -0.344], [-4.996, -3.406, 0.860], [-6.097, -3.045, -0.469], [-6.303, -2.230, 1.078], [-6.197, -0.032, -0.135], [-4.730, 1.761, -0.941], [-1.158, 1.237, -1.891], [-2.561, 2.275, -2.196], [-2.584, 3.010, 0.156], [-0.970, 3.290, -0.549], [-1.642, 1.035, 1.224], [1.565, 1.173, 2.630], [-0.099, 0.589, 2.807], [1.105, -1.364, 2.165], [0.354, -0.825, 0.667], [5.624, -2.893, -0.031], [7.429, -1.646, -1.185], [7.191, 0.727, -1.706], [5.137, 1.973, -1.097], [2.571, 1.501, 0.208], [-1.444, -0.958, -0.998], [-2.908, -2.746, -0.182]], "e_lumo_ha": 0.024, "total_charge": 0, "relative_energy_kcal_mol": 4.7}

---

Entry 5:
{"formula": "C19H21N5O3", "method": "ωB97M-V/def2-TZVPD", "symbols": ["H", "N", "C", "C", "C", "O", "N", "C", "C", "C", "O", "C", "C", "C", "C", "O", "N", "C", "C", "C", "C", "C", "N", "C", "N", "C", "C", "C", "H", "H", "H", "H", "H", "H", "H", "H", "H", "H", "H", "H", "H", "H", "H", "H", "H", "H", "H", "H"], "coordinates": [[-1.734, -1.705, 1.703], [-0.925, -1.792, 1.103], [-0.176, -0.765, 0.993], [0.978, -0.769, 0.110], [1.451, -1.978, -0.645], [2.441, -1.916, -1.356], [0.734, -3.097, -0.460], [1.020, -4.323, -1.161], [0.001, -4.600, -2.269], [0.076, -3.536, -3.370], [-0.700, -3.837, -4.508], [-2.085, -3.692, -4.327], [1.688, 0.373, -0.085], [1.355, 1.578, 0.577], [2.091, 2.781, 0.337], [3.017, 2.942, -0.426], [1.633, 3.903, 1.121], [2.273, 5.091, 0.953], [1.921, 6.197, 1.653], [0.862, 6.111, 2.583], [0.217, 4.926, 2.757], [0.593, 3.775, 2.016], [-0.056, 2.653, 2.204], [0.299, 1.568, 1.495], [-0.405, 0.427, 1.705], [-1.464, 0.452, 2.699], [-2.846, 0.552, 2.119], [-3.130, 0.796, 0.854], [-0.102, -3.009, 0.119], [1.014, -5.150, -0.444], [2.020, -4.224, -1.590], [-1.001, -4.620, -1.835], [0.206, -5.576, -2.712], [-0.216, -2.557, -2.961], [1.103, -3.462, -3.736], [-2.330, -2.701, -3.923], [-2.536, -3.800, -5.312], [-2.498, -4.457, -3.660], [2.530, 0.362, -0.762], [3.070, 5.062, 0.223], [2.444, 7.125, 1.499], [0.572, 6.984, 3.147], [-0.598, 4.806, 3.451], [-1.381, -0.442, 3.329], [-1.283, 1.328, 3.328], [-3.634, 0.422, 2.849], [-4.146, 0.867, 0.508], [-2.364, 0.930, 0.109]], "e_lumo_ha": -0.022, "total_charge": 0, "relative_energy_kcal_mol": 53.0}

---

Entry 6:
{"formula": "C19H21N5O5S", "method": "ωB97M-V/def2-TZVPD", "symbols": ["C", "C", "O", "C", "C", "C", "C", "N", "C", "C", "C", "C", "C", "O", "N", "C", "O", "N", "N", "N", "C", "S", "C", "C", "C", "O", "O", "C", "C", "C", "H", "H", "H", "H", "H", "H", "H", "H", "H", "H", "H", "H", "H", "H", "H", "H", "H", "H", "H", "H", "H"], "coordinates": [[-0.004, 4.235, -3.662], [1.313, 3.744, -2.997], [1.750, 2.384, -3.144], [1.269, 1.460, -2.517], [0.331, 1.522, -1.699], [-0.088, 0.643, -0.832], [0.428, -0.491, -1.060], [0.414, -1.735, -0.078], [1.024, -2.155, 0.825], [2.320, -1.779, 0.989], [2.299, -0.215, 1.265], [3.082, 0.513, 0.731], [2.737, 2.145, 0.820], [3.381, 2.907, 0.104], [1.768, 2.511, 1.752], [1.031, 1.461, 2.500], [0.043, 1.887, 3.176], [1.629, -0.063, 2.282], [0.513, -3.275, 1.484], [-0.818, -3.249, 1.167], [-0.971, -2.501, -0.075], [-2.294, -2.031, -0.702], [-3.553, -2.695, 0.292], [-3.725, -4.146, 0.424], [-3.362, -2.218, 1.738], [-4.174, -2.350, 2.813], [-2.637, -0.982, 1.860], [-2.387, -0.301, 3.219], [1.574, -0.902, -1.998], [1.951, 0.221, -2.763], [-0.643, 3.527, -3.236], [-0.054, 5.391, -3.521], [0.176, 3.971, -4.734], [2.085, 4.407, -3.551], [1.222, 3.991, -2.040], [-0.246, 2.496, -1.311], [-0.659, 0.710, 0.016], [2.786, -2.146, 1.971], [3.038, -1.977, 0.273], [3.882, 0.306, 0.047], [1.406, 3.265, 1.626], [0.833, -0.666, 2.753], [-4.624, -2.157, -0.169], [-3.970, -4.526, -0.751], [-4.503, -4.435, 0.993], [-2.715, -4.537, 0.912], [-3.597, -0.067, 3.544], [-2.068, -0.944, 3.863], [-1.754, 0.469, 2.947], [2.024, -1.735, -1.995], [2.537, 0.114, -3.553]], "e_lumo_ha": 0.008, "total_charge": 0, "relative_energy_kcal_mol": 437.5}

---

Entry 7:
{"formula": "C19H21N7O8S4Ti", "method": "ωB97M-V/def2-TZVPD", "symbols": ["Ti", "S", "S", "S", "S", "O", "C", "O", "C", "C", "C", "N", "C", "C", "C", "O", "O", "H", "H", "H", "N", "C", "C", "C", "C", "N", "C", "N", "N", "C", "O", "O", "H", "H", "H", "H", "H", "H", "H", "H", "H", "H", "H", "H", "H", "H", "N", "C", "C", "C", "C", "N", "C", "C", "H", "H", "H", "H", "O", "O"], "coordinates": [[0.688, -0.096, -0.155], [-3.724, 1.883, 0.341], [-2.056, 3.030, -0.003], [-0.805, 3.015, 1.610], [0.307, 1.253, 1.791], [5.300, -4.347, 3.298], [4.244, -3.973, 3.836], [3.738, -4.280, 4.934], [3.405, -2.968, 3.000], [2.209, -2.458, 3.494], [1.456, -1.597, 2.721], [1.833, -1.217, 1.494], [3.012, -1.659, 1.041], [3.815, -2.535, 1.745], [3.409, -1.059, -0.280], [4.455, -1.333, -0.825], [2.545, -0.183, -0.711], [1.889, -2.757, 4.482], [0.521, -1.185, 3.077], [4.753, -2.876, 1.331], [-1.269, 0.084, -1.182], [-1.005, 0.691, -2.489], [-2.258, 1.236, -3.166], [-2.116, 1.506, -4.662], [-1.682, 0.289, -5.476], [-2.517, -0.881, -5.212], [-2.066, -1.928, -4.440], [-0.882, -2.421, -4.427], [-3.051, -2.507, -3.649], [0.099, 1.728, -2.300], [0.318, 2.595, -3.121], [0.786, 1.529, -1.211], [-1.542, -0.889, -1.308], [-2.014, 0.594, -0.688], [-0.549, -0.097, -3.098], [-2.565, 2.153, -2.659], [-3.071, 0.523, -2.987], [-1.391, 2.304, -4.820], [-3.083, 1.859, -5.041], [-0.653, 0.022, -5.238], [-1.703, 0.528, -6.542], [-3.494, -0.668, -5.079], [-0.286, -2.007, -5.134], [-0.309, -2.569, -2.593], [-3.614, -1.846, -3.132], [-2.665, -3.223, -3.049], [-4.473, -4.767, 3.429], [-3.713, -4.077, 2.912], [-2.762, -3.210, 2.265], [-2.988, -1.841, 2.194], [-2.038, -1.054, 1.570], [-0.939, -1.554, 1.001], [-0.739, -2.871, 1.060], [-1.611, -3.736, 1.694], [-3.873, -1.387, 2.615], [-2.187, 0.017, 1.508], [0.160, -3.229, 0.576], [-1.402, -4.795, 1.741], [0.726, -1.732, -1.252], [-0.444, -2.476, -1.625]], "e_lumo_ha": 0.127, "total_charge": -2, "relative_energy_kcal_mol": 17.1}

---

Entry 8:
{"formula": "C19H21NO5", "method": "ωB97M-V/def2-TZVPD", "symbols": ["C", "O", "C", "C", "C", "C", "O", "C", "C", "C", "O", "O", "C", "C", "O", "N", "C", "C", "C", "C", "C", "C", "C", "C", "C", "H", "H", "H", "H", "H", "H", "H", "H", "H", "H", "H", "H", "H", "H", "H", "H", "H", "H", "H", "H", "H"], "coordinates": [[0.160, -0.753, -3.632], [0.651, -1.224, -2.396], [-0.227, -1.338, -1.362], [-1.606, -1.201, -1.473], [-2.404, -1.318, -0.352], [-1.851, -1.566, 0.900], [-2.737, -1.638, 1.948], [-2.313, -1.247, 3.231], [-1.667, 0.157, 3.277], [-2.258, 1.025, 2.183], [-3.397, 1.386, 2.103], [-1.309, 1.332, 1.283], [-1.728, 1.980, 0.087], [-0.574, 2.020, -0.916], [-0.769, 2.087, -2.112], [0.633, 2.037, -0.336], [1.881, 2.053, -1.070], [2.759, 0.879, -0.720], [3.267, 0.053, -1.712], [4.064, -1.030, -1.384], [4.362, -1.298, -0.060], [3.870, -0.471, 0.936], [3.077, 0.613, 0.607], [-0.475, -1.735, 1.006], [0.324, -1.624, -0.114], [-0.548, -1.458, -4.079], [-0.314, 0.227, -3.521], [1.030, -0.668, -4.281], [-2.069, -0.987, -2.422], [-3.476, -1.210, -0.425], [-3.235, -1.249, 3.816], [-1.619, -1.981, 3.663], [-1.872, 0.608, 4.247], [-0.591, 0.099, 3.119], [-2.577, 1.446, -0.351], [-2.049, 3.006, 0.307], [0.679, 1.882, 0.659], [1.624, 2.042, -2.131], [2.409, 2.989, -0.845], [3.035, 0.257, -2.745], [4.448, -1.669, -2.165], [4.978, -2.148, 0.198], [4.107, -0.670, 1.971], [2.709, 1.260, 1.392], [-0.017, -1.959, 1.958], [1.392, -1.751, -0.040]], "e_lumo_ha": 0.022, "total_charge": 0, "relative_energy_kcal_mol": 36.9}

---

no.,highest occupied orbital energy (eV),orbital gap (eV)
1,-7.8403,8.46
2,-8.9308,8.26
3,-3.2851,5.52
4,-8.1281,8.78
5,-8.1068,7.51
6,-7.5595,7.76
7,-2.3463,5.79
8,-7.9543,8.55